1.
Density functional theory data (ωB97M-V/def2-TZVPD) for a structure of composition C35H34N2O3S2Tc.

```
77
Properties=species:S:1:pos:R:3:lowdin_spin:R:1
Tc 0.01 0.50 0.52 1.68
C -2.42 -1.46 -0.79 0.00
C -2.03 -1.08 0.60 0.01
N -1.98 0.21 0.90 0.05
N -2.42 0.58 2.17 0.02
C -1.82 1.59 2.64 0.02
S -0.43 2.31 1.86 0.07
S -2.36 2.34 4.15 0.01
C -2.89 0.85 5.06 0.00
C -1.82 0.34 5.98 0.00
C -0.59 -0.07 5.46 0.00
C 0.39 -0.56 6.31 0.00
C 0.17 -0.63 7.68 0.00
C -1.05 -0.22 8.19 0.00
C -2.03 0.27 7.35 0.00
C -1.75 -2.05 1.63 0.00
C -2.44 -3.26 1.78 0.00
C -2.10 -4.15 2.76 0.00
C -1.01 -3.85 3.60 0.00
C -0.27 -2.70 3.43 0.00
C -0.61 -1.78 2.42 0.00
O 0.17 -0.75 2.20 0.04
H -2.19 -0.65 -1.48 0.00
H -1.96 -2.39 -1.11 0.00
H -3.51 -1.59 -0.80 0.00
H -3.79 1.10 5.60 0.00
H -3.15 0.11 4.30 0.00
H -0.40 0.00 4.40 0.00
H 1.34 -0.87 5.90 0.00
H 0.94 -1.01 8.33 0.00
H -1.23 -0.27 9.26 0.00
H -2.98 0.59 7.75 0.00
H -3.28 -3.47 1.12 0.00
H -2.65 -5.07 2.90 0.00
H -0.73 -4.54 4.38 0.00
H 0.58 -2.49 4.06 0.00
C 0.70 -1.65 -2.02 0.00
O 0.72 -1.46 -0.60 0.01
C 2.03 -1.68 -0.07 0.00
C 2.84 -0.40 -0.18 0.00
O 2.20 0.56 0.66 0.02
C 2.86 1.82 0.67 0.00
H 0.91 -2.70 -2.23 0.00
H 1.44 -1.02 -2.52 0.00
H -0.28 -1.38 -2.39 0.00
H 2.51 -2.50 -0.59 0.00
H 1.89 -1.94 0.98 0.00
H 2.87 -0.02 -1.21 0.00
H 3.86 -0.56 0.18 0.00
H 3.90 1.67 0.99 0.00
H 2.34 2.44 1.39 0.00
H 2.83 2.27 -0.32 0.00
C 0.10 1.34 -1.33 0.19
C 0.33 1.56 -2.52 0.13
C 0.58 1.65 -3.89 0.33
C 1.61 2.53 -4.40 0.02
C 2.57 3.05 -3.52 0.07
C 3.55 3.91 -3.96 -0.01
C 3.60 4.28 -5.30 0.08
C 2.65 3.80 -6.18 -0.01
C 1.66 2.94 -5.74 0.07
C -0.24 0.77 -4.73 0.03
C 0.29 0.08 -5.82 0.05
C -0.48 -0.81 -6.54 0.00
C -1.81 -1.03 -6.20 0.05
C -2.35 -0.35 -5.12 0.00
C -1.58 0.53 -4.39 0.05
H 2.51 2.78 -2.47 0.01
H 4.28 4.30 -3.26 0.00
H 4.37 4.96 -5.65 0.01
H 2.66 4.11 -7.21 0.00
H 0.90 2.61 -6.43 0.00
H 1.33 0.21 -6.08 0.00
H -0.05 -1.35 -7.37 0.00
H -2.41 -1.72 -6.77 0.00
H -3.39 -0.50 -4.84 0.00
H -2.00 1.06 -3.54 0.00
```

HOMO level (alpha / beta)	-6.50 / -7.61	eV
frontier orbital gap (alpha / beta)	6.05 / 6.50	eV
E	-2566.39218	Ha
E_LUMO (alpha / beta)	-0.449 / -1.107	eV
2S+1	4
energy relative to the best compared isomer or geometry (same formula, charge and spin)	0.808	eV


2.
Density functional theory data (ωB97M-V/def2-TZVPD) for a cluster of 2 separate species, C2H3Cl3S in total at a distorted geometry.

```
9
Properties=species:S:1:pos:R:3:mulliken_charge:R:1
C -0.82 -0.07 0.09 -0.31
C 1.38 0.46 0.32 -0.18
S -0.91 -1.22 -1.21 -0.11
Cl -1.50 1.50 -0.15 -0.10
Cl 1.69 1.69 -0.84 -0.10
Cl 2.14 -1.05 -0.01 -0.11
H -1.04 -0.49 1.06 0.38
H 1.48 0.78 1.35 0.36
H -0.67 -0.34 -2.19 0.15
```

HOMO level	-8.57	eV
frontier orbital gap	8.88	eV
E	-1856.68666	Ha
E_LUMO	0.309	eV
2S+1	1
energy relative to the best compared isomer or geometry (same formula, charge and spin)	2.165	eV


3.
Density functional theory data (ωB97M-V/def2-TZVPD) for a structure of composition C5H16N3 at a distorted geometry.

```
24
Properties=species:S:1:pos:R:3:mulliken_charge:R:1
C 1.18 0.46 1.60 -1.82
C 1.37 -1.51 0.04 -1.96
C -0.83 1.96 -0.29 -1.73
C 0.48 -0.45 0.58 1.59
C -0.34 0.61 -0.84 0.64
N -0.58 -1.26 1.20 -0.70
N 0.31 0.70 -2.03 -0.52
N -1.66 -0.29 -0.91 -0.28
H 0.58 1.28 1.94 0.54
H 1.35 -0.24 2.51 0.37
H 2.11 0.62 1.31 0.44
H 0.80 -2.08 -0.65 0.56
H 1.83 -2.22 0.84 0.36
H 2.20 -1.24 -0.64 0.36
H -0.77 2.64 -1.08 0.46
H -1.80 1.96 0.12 0.49
H -0.14 2.10 0.51 0.34
H -1.10 -0.94 2.00 0.24
H -0.39 -2.24 1.29 0.19
H 0.46 -0.15 -2.59 0.21
H 0.73 1.53 -2.24 0.17
H -2.52 0.30 -1.06 0.36
H -1.53 -0.89 -1.71 0.32
H -1.73 -0.64 0.11 0.38
```

HOMO level	-12.67	eV
frontier orbital gap	9.76	eV
E	-364.06133	Ha
E_LUMO	-2.915	eV
2S+1	1
energy relative to the best compared isomer or geometry (same formula, charge and spin)	3.103	eV
total charge	+1


4.
Density functional theory data (ωB97M-V/def2-TZVPD) for an isolated molecule of C3H4N6 at a distorted geometry.

```
13
Properties=species:S:1:pos:R:3:mulliken_charge:R:1
C 1.99 -0.44 0.32 -1.10
C 0.62 -0.09 -0.05 0.68
C -1.65 -0.32 0.03 0.63
H 2.32 -0.01 1.30 0.26
H 2.70 0.00 -0.41 0.35
H 2.11 -1.54 0.37 0.31
H -2.38 -1.66 -1.04 0.27
N 0.54 1.07 -0.87 -0.03
N -0.33 1.96 -0.68 -0.13
N -1.08 1.88 0.57 -0.05
N -1.78 0.90 0.85 -0.11
N -2.64 -0.86 -0.49 -0.61
N -0.41 -0.89 0.12 -0.45
```

HOMO level	-9.62	eV
frontier orbital gap	8.42	eV
E	-445.10166	Ha
SMILES string	[H]/N=c1/nnnnc(C)n1
E_LUMO	-1.200	eV
2S+1	1
energy relative to the best compared isomer or geometry (same formula, charge and spin)	2.952	eV


5.
Density functional theory data (ωB97M-V/def2-TZVPD) for an isolated molecule of C5H8N2.

```
15
Properties=species:S:1:pos:R:3:mulliken_charge:R:1
C -1.13 -1.40 0.25 -0.90
N -0.22 -0.31 0.63 -0.01
C 1.09 -0.81 0.67 -0.67
C 1.88 -0.10 -0.16 -0.37
C 1.08 0.99 -0.68 -0.59
C -0.17 0.85 -0.16 0.36
N -1.31 1.66 -0.31 -0.54
H -1.86 -1.05 -0.47 0.37
H -0.55 -2.20 -0.23 0.32
H -1.63 -1.84 1.12 0.24
H 1.27 -1.69 1.26 0.48
H 2.90 -0.33 -0.41 0.42
H 1.43 1.80 -1.32 0.37
H -1.72 1.90 0.59 0.23
H -1.06 2.52 -0.78 0.28
```

HOMO level	-7.59	eV
frontier orbital gap	8.70	eV
E	-304.79987	Ha
SMILES string	Cn1cccc1N
E_LUMO	1.109	eV
2S+1	1
energy relative to the best compared isomer or geometry (same formula, charge and spin)	0.969	eV


6.
Density functional theory data (ωB97M-V/def2-TZVPD) for a structure of composition C43H37GaN5O3PS2 at a distorted geometry.

```
92
Properties=species:S:1:pos:R:3:mulliken_charge:R:1
Ga 0.86 0.25 1.23 1.20
C -0.94 -6.59 -2.47 -1.47
C -0.79 -5.64 -1.33 0.93
C -0.77 -4.28 -1.68 -0.90
C -0.54 -3.33 -0.69 -0.26
C -0.42 -3.76 0.61 0.09
C -0.56 -5.12 1.01 -0.75
C -0.77 -6.04 0.01 -0.78
S 0.12 -2.51 1.75 1.50
O 0.53 -3.13 2.97 -0.72
O -0.83 -1.42 1.70 -0.65
N 1.47 -1.69 1.03 -0.23
C 2.68 -1.95 1.68 -0.35
C 3.59 -2.99 1.35 -0.72
C 4.63 -3.33 2.22 -0.82
C 4.76 -2.68 3.41 -0.87
C 3.92 -1.59 3.79 0.33
C 4.02 -0.91 4.99 -0.56
C 3.13 0.14 5.24 -1.07
C 2.18 0.52 4.30 -0.12
N 2.08 -0.11 3.12 0.42
C 2.85 -1.21 2.88 1.00
H -1.95 -6.44 -2.88 0.33
H -0.86 -7.65 -2.21 0.38
H -0.23 -6.37 -3.30 0.34
H -0.75 -3.93 -2.72 0.40
H -0.56 -2.29 -0.91 0.31
H -0.50 -5.41 2.03 0.62
H -0.86 -7.09 0.27 0.41
H 3.54 -3.46 0.38 0.55
H 5.23 -4.22 1.99 0.42
H 5.55 -2.99 4.07 0.43
H 4.71 -1.23 5.80 0.45
H 3.20 0.68 6.18 0.45
H 1.43 1.29 4.41 0.50
C 5.23 2.61 -0.01 -0.82
N 4.11 3.05 0.86 0.16
C 4.14 4.17 1.68 -0.93
C 2.92 4.22 2.28 -0.35
N 2.10 3.23 1.72 0.73
C 2.87 2.44 0.92 0.56
S 2.52 1.14 -0.14 -0.65
C 0.68 3.01 2.08 0.35
C 0.06 4.19 2.57 -1.10
C -1.18 4.02 3.16 -0.69
C -1.76 2.72 3.28 -0.78
C -1.14 1.67 2.70 -0.35
N 0.05 1.84 2.07 1.02
H 5.53 3.42 -0.68 0.35
H 4.87 1.72 -0.58 0.27
H 6.03 2.24 0.65 0.35
H 4.96 4.87 1.69 0.48
H 2.49 4.94 2.98 0.53
H 0.56 5.14 2.47 0.64
H -1.75 4.86 3.58 0.44
H -2.75 2.56 3.67 0.49
H -1.58 0.66 2.71 0.55
O -0.70 0.45 -0.75 1.02
P -1.66 0.90 -1.84 0.85
C -0.92 1.13 -3.43 -0.02
C 0.22 0.32 -3.67 -0.39
C 0.62 0.20 -5.01 -0.66
C -0.02 0.84 -6.01 -0.63
C -1.09 1.73 -5.70 -0.60
C -1.51 1.94 -4.38 -0.24
C -2.55 2.36 -1.38 0.04
C -3.97 2.44 -1.12 -0.60
C -4.55 3.58 -0.70 -0.63
C -3.82 4.77 -0.50 -0.70
C -2.47 4.72 -0.77 -0.66
C -1.82 3.52 -1.22 -0.44
C -2.90 -0.36 -2.04 0.38
C -3.42 -0.75 -3.29 -0.27
C -4.47 -1.69 -3.34 -0.68
C -5.04 -2.24 -2.21 -0.69
C -4.49 -1.86 -0.94 -0.71
C -3.45 -0.94 -0.87 -0.35
H 0.70 -0.13 -2.81 0.38
H 1.48 -0.46 -5.22 0.38
H 0.27 0.71 -7.06 0.42
H -1.52 2.31 -6.50 0.43
H -2.29 2.73 -4.10 0.28
H -4.55 1.57 -1.36 0.42
H -5.61 3.61 -0.50 0.45
H -4.32 5.70 -0.22 0.46
H -1.88 5.63 -0.71 0.43
H -0.77 3.56 -1.40 0.58
H -2.91 -0.47 -4.27 0.18
H -4.80 -2.03 -4.27 0.52
H -5.92 -2.88 -2.34 0.43
H -4.90 -2.35 -0.06 0.45
H -3.06 -0.81 0.14 0.15
```

HOMO level	-13.06	eV
frontier orbital gap	7.02	eV
E	-5222.41087	Ha
E_LUMO	-6.042	eV
2S+1	1
energy relative to the best compared isomer or geometry (same formula, charge and spin)	0.314	eV
total charge	+2